No. 1
Formula: F8Li3N4O16S8
Source: OMol25
Level of theory: wB97M-V/def2-TZVPD

ORCA input file:
```
! wB97M-V def2-TZVPD RIJCOSX def2/J DEFGRID3
* xyz -1 1
Li -1.1727 -1.7633 0.2433
Li 1.7487 2.1943 1.1672
Li -0.0022 0.7856 0.2877
N 0.2654 1.1542 2.1057
S 0.5840 -0.3207 2.8996
O 0.0168 -1.4515 2.2245
O 0.7684 -0.4156 4.3271
F 2.0735 -0.3299 2.3206
S -0.3276 1.9793 3.2939
O 0.7097 2.6189 4.0682
O -1.5194 1.4748 3.9075
F -0.8708 3.2079 2.4303
N -1.7701 -0.0152 -0.1997
S -2.2047 0.0764 -1.8802
O -2.7547 1.3051 -2.3804
O -2.6121 -1.1775 -2.4130
F -0.6834 0.0923 -2.3165
S -3.1188 0.6038 0.3145
O -4.3169 -0.0535 -0.1065
O -3.1041 2.0237 0.4204
F -3.0017 0.0995 1.8425
N 0.6386 -4.3378 -0.0408
S 1.5502 -2.9594 -0.3753
O 0.8025 -1.7150 -0.3553
O 2.5797 -3.0827 -1.3739
F 2.2474 -2.8796 1.0702
S 0.1623 -4.6602 -1.5093
O 0.9546 -5.5756 -2.2581
O -0.3998 -3.5189 -2.2208
F -1.1467 -5.5024 -1.1453
N 1.4060 1.8922 -0.7253
S 2.5492 1.8547 -1.8313
O 3.5692 2.8572 -1.7142
O 2.2226 1.3419 -3.1196
F 3.2556 0.5892 -1.1172
S 0.5244 3.1667 -1.4542
O -0.1755 2.8291 -2.6561
O 1.1783 4.4425 -1.3654
F -0.6258 3.1692 -0.3650
*
```

The value obtained for the maximum force is 6.59 eV/A. The HOMO energy comes out at -8.0 eV. For the gap between HOMO and LUMO, the calculation gives 9.29 eV.

Atomic partial charges in e from the natural (NBO) method, atoms 1 to 5: atom 1 (Li): 0.925, atom 2 (Li): 0.944, atom 3 (Li): 0.848, atom 4 (N): -1.335, atom 5 (S): 2.439

***

No. 2
Formula: C11H18
Source: OMol25
Level of theory: wB97M-V/def2-TZVPD

ORCA input file:
```
! wB97M-V def2-TZVPD RIJCOSX def2/J DEFGRID3
* xyz 0 1
C 0.4934 3.1933 0.5444
C -0.1327 1.8311 0.8806
C -0.8675 1.1658 -0.2784
C -2.1263 1.6485 -0.6596
C -2.8305 1.1055 -1.7245
C -2.3451 -0.0745 -2.2917
C -1.2329 -0.6795 -1.7781
C -0.4634 -0.0724 -0.7754
H -0.0276 3.6793 -0.2805
H 1.5203 3.0185 0.2374
H 0.4251 3.8968 1.3723
H 0.6583 1.1799 1.2530
H -0.9071 1.8411 1.6521
H -2.4758 2.5718 -0.2088
H -3.7493 1.5961 -2.0123
H -2.8451 -0.5003 -3.1539
H -0.8304 -1.5624 -2.2629
H 0.4603 -0.4778 -0.3911
C 2.2537 -2.4449 2.8393
C 2.7145 -1.9272 1.4984
C 2.5807 -2.9466 0.3344
H 2.1566 -3.5287 2.9085
H 1.2931 -1.9976 3.1254
H 2.8717 -2.1467 3.6913
H 2.1725 -1.0343 1.1891
H 3.7533 -1.6033 1.6047
H 1.5217 -3.1441 0.2109
H 3.1698 -2.6295 -0.5214
H 3.1048 -3.8452 0.6777
*
```

As for the structure (SMILES): CCc1ccccc1.CCC. The value obtained for the maximum force is 2.07 eV/A. The HOMO energy comes out at -9.0 eV. For the gap between HOMO and LUMO, the calculation gives 10.01 eV.

Atomic partial charges in e from the natural (NBO) method, atoms 1 to 5: atom 1 (C): -0.607, atom 2 (C): -0.422, atom 3 (C): -0.002, atom 4 (C): -0.220, atom 5 (C): -0.202

***

No. 3
Formula: C5H7NO
Source: OMol25
Level of theory: wB97M-V/def2-TZVPD

ORCA input file:
```
! wB97M-V def2-TZVPD RIJCOSX def2/J DEFGRID3
* xyz 0 1
C -1.4326 -0.0146 0.4494
C -0.4238 0.5355 -0.6873
C 0.7247 1.2623 -0.0314
C 1.5124 0.3172 0.4908
N 1.1604 -0.9527 -0.0016
C 0.1287 -0.8425 -0.9419
O -0.3391 -1.7314 -1.6141
H -2.4009 -0.3013 0.0359
H -1.5346 0.7005 1.2626
H -1.0478 -0.9359 0.9238
H -0.8822 1.0320 -1.5519
H 0.8950 2.3344 -0.0075
H 2.3255 0.4205 1.1974
H 1.3145 -1.8239 0.4760
*
```

As for the structure (SMILES): C[C@H]1C=CNC1=O. The value obtained for the maximum force is 0.65 eV/A. The HOMO energy comes out at -8.6 eV. For the gap between HOMO and LUMO, the calculation gives 9.51 eV.

Atomic partial charges in e from the natural (NBO) method, atoms 1 to 5: atom 1 (C): -0.585, atom 2 (C): -0.347, atom 3 (C): -0.273, atom 4 (C): -0.014, atom 5 (N): -0.651

***

No. 4
Formula: C11H34N8O5
Source: OMol25
Level of theory: wB97M-V/def2-TZVPD

ORCA input file:
```
! wB97M-V def2-TZVPD RIJCOSX def2/J DEFGRID3
* xyz 0 1
C -1.3445 0.0470 -1.0126
O -1.8352 0.7311 0.1224
C -0.8848 1.6824 0.5305
C -1.1470 2.3631 1.8895
C -0.0071 3.3097 2.2128
N -1.3194 1.3939 2.9986
H -1.2746 0.7760 -1.8292
H -2.0049 -0.7515 -1.3421
H -0.3391 -0.3420 -0.8329
H 0.1611 1.3500 0.4620
H -0.8514 2.4943 -0.2261
H -2.1150 2.8691 1.8161
H -0.1023 4.3561 1.9197
H 0.8760 2.9713 1.6492
H 0.3440 3.2675 3.2425
H -0.4203 0.9059 3.0276
H -2.0229 0.7355 2.6664
C 2.5328 0.6069 -0.9919
O 2.1024 1.3403 -2.1202
C 2.5140 2.6942 -2.1006
C 1.9835 3.3683 -3.3604
C 0.4666 3.2949 -3.3881
N 2.5482 2.6857 -4.5407
H 2.1692 -0.4133 -1.0297
H 2.2148 1.1390 -0.0868
H 3.6320 0.6660 -0.9731
H 2.0113 3.1425 -1.2355
H 3.6047 2.7363 -2.0430
H 2.1494 4.4480 -3.2907
H 0.1400 2.2618 -3.4980
H 0.0302 3.9293 -4.1628
H 0.0938 3.7680 -2.4685
H 2.0980 3.0277 -5.3806
H 2.2828 1.7121 -4.4286
N -5.2119 -0.5935 3.4041
C -4.1077 -1.3049 3.0113
N -4.2605 -2.6528 3.0548
O -3.1225 -0.7784 2.4982
H -5.3497 0.3538 3.1182
H -5.8446 -1.0723 4.0138
H -3.5368 -3.3087 2.8340
H -5.1363 -3.0599 3.3218
N -0.2533 -1.7704 1.6782
C 1.0401 -1.4142 1.7694
N 1.9285 -2.2760 1.1709
O 1.4400 -0.4169 2.3919
H -0.9195 -1.0688 1.9712
H -0.5927 -2.5357 1.1250
H 1.5004 -3.0822 0.7151
H 2.8878 -2.0264 1.0620
N 1.5534 -6.2695 -0.6879
C 1.0742 -4.9786 -0.8243
N 1.5425 -4.2967 -1.8768
O 0.3778 -4.4765 0.0664
H 1.1483 -6.8622 0.0069
H 2.1782 -6.5903 -1.4005
H 1.1222 -3.4237 -2.1405
H 2.2558 -4.6622 -2.4783
*
```

As for the structure (SMILES): COC[C@H](C)N.COC[C@H](C)N.NC(N)=O.NC(N)=O.NC(N)=O. The value obtained for the maximum force is 2.45 eV/A. The HOMO energy comes out at -8.1 eV. For the gap between HOMO and LUMO, the calculation gives 8.35 eV.

Atomic partial charges in e from the natural (NBO) method, atoms 1 to 5: atom 1 (C): -0.245, atom 2 (O): -0.541, atom 3 (C): -0.073, atom 4 (C): -0.077, atom 5 (C): -0.622

***

Number 1: DFT total energy -5430.12214 a.u.. Number 2: DFT total energy -429.91370 a.u.. Number 3: DFT total energy -324.68956 a.u.. Number 4: DFT total energy -1253.83072 a.u..